No. 1
The following is a quantum chemistry calculation of C4H7NS3 as an isolated structure at a distorted geometry, from the OMol25 dataset.

Summary:
- electronic energy (hartree) = -1405.77980
- highest occupied orbital energy (eV) = -8.11
- energy above the lowest of the compared OMol25 structures with the same formula, charge and spin (kcal/mol) = 90.2

The geometry in ORCA input format:
```
! wB97M-V def2-TZVPD RIJCOSX def2/J DEFGRID3
* xyz 0 1
C -0.872 -3.413 2.126
C -1.240 -2.501 1.290
C 0.798 1.931 -0.704
C -0.019 1.785 -1.968
N 0.616 0.866 0.230
S 1.436 3.414 -0.174
S -1.491 -1.398 0.200
S 2.146 0.105 -0.619
H 0.281 -3.503 2.145
H -1.483 -3.984 2.719
H -0.813 2.629 -1.928
H 0.471 1.786 -2.865
H -0.619 0.834 -1.901
H -0.178 0.312 0.341
H 0.968 1.137 1.109
*
```

=====

No. 2
The following is a quantum chemistry calculation of FH2NS as an isolated structure at a distorted geometry, from the OMol25 dataset.

Summary:
- electronic energy (hartree) = -553.88822
- highest occupied orbital energy (eV) = -9.86
- energy above the lowest of the compared OMol25 structures with the same formula, charge and spin (kcal/mol) = 9.9

The geometry in ORCA input format:
```
! wB97M-V def2-TZVPD RIJCOSX def2/J DEFGRID3
* xyz 0 1
N 0.394 0.108 0.355
F -0.796 0.997 0.971
S -0.079 -0.780 -0.902
H 0.522 -0.607 1.228
H -0.040 0.282 -1.652
*
```

=====

No. 3
The following is a quantum chemistry calculation of an isolated molecule of C4H5NO at a distorted geometry, from the OMol25 dataset.

Summary:
- electronic energy (hartree) = -285.27768
- highest occupied orbital energy (eV) = -9.31
- energy above the lowest of the compared OMol25 structures with the same formula, charge and spin (kcal/mol) = 85.9

The geometry in ORCA input format:
```
! wB97M-V def2-TZVPD RIJCOSX def2/J DEFGRID3
* xyz 0 1
C 0.153 -1.368 0.953
C 0.065 -0.217 0.022
C -0.733 0.901 0.142
C -0.116 1.734 -0.890
N 0.837 1.137 -1.533
O 0.927 -0.146 -0.988
H 1.064 -1.186 1.536
H -0.684 -1.384 1.659
H 0.244 -2.322 0.438
H -1.505 0.110 -0.184
H -0.261 2.789 -1.118
*
```

=====

No. 4
The following is a quantum chemistry calculation of C25H36N5OTc as an isolated structure, from the OMol25 dataset.

Summary:
- electronic energy (hartree) = -1403.83122
- highest occupied orbital energy (alpha / beta) (eV) = -9.97 / -10.42
- energy above the lowest of the compared OMol25 structures with the same formula, charge and spin (kcal/mol) = 12.6

The geometry in ORCA input format:
```
! wB97M-V def2-TZVPD RIJCOSX def2/J DEFGRID3
* xyz 1 2
Tc -0.171 -0.003 -0.083
C 1.956 -3.143 1.058
C 2.057 -1.774 1.732
C 2.655 -0.682 0.846
N 1.700 0.268 0.248
C 2.254 1.456 -0.222
C 3.615 1.601 -0.373
C 4.401 2.691 -0.805
C 4.027 3.948 -1.167
C 2.705 4.440 -1.204
C 1.528 3.818 -0.931
C 1.237 2.472 -0.534
N 0.015 2.015 -0.403
C -1.194 2.819 -0.379
C -1.979 2.632 0.946
C -1.261 1.777 1.984
N -1.141 0.387 1.557
C -1.835 -0.629 2.188
C -2.851 -0.379 3.085
C -3.638 -1.240 3.885
C -3.531 -2.584 4.064
C -2.598 -3.436 3.426
C -1.721 -3.176 2.423
C -1.436 -1.964 1.697
N -0.728 -1.940 0.603
C -0.305 -3.109 -0.144
C 1.211 -3.177 -0.269
H 1.514 -3.858 1.757
H 2.976 -3.498 0.885
H 2.719 -1.885 2.593
H 1.108 -1.432 2.139
H 3.266 -1.136 0.056
H 3.334 -0.088 1.464
H 4.208 0.731 -0.140
H 5.464 2.480 -0.840
H 4.808 4.637 -1.457
H 2.605 5.474 -1.515
H 0.659 4.439 -1.081
H -1.825 2.493 -1.211
H -0.976 3.875 -0.514
H -2.952 2.188 0.730
H -2.168 3.613 1.385
H -1.760 1.854 2.947
H -0.246 2.156 2.145
H -3.128 0.658 3.197
H -4.406 -0.731 4.456
H -4.200 -3.053 4.772
H -2.600 -4.462 3.775
H -1.133 -4.027 2.111
H -0.740 -3.006 -1.142
H -0.701 -4.032 0.281
H 1.556 -2.361 -0.912
H 1.454 -4.097 -0.806
C 1.276 0.002 -3.412
C -0.210 0.033 -3.096
C -1.001 -0.764 -4.117
O -0.427 -0.557 -1.812
H 1.472 0.497 -4.363
H 1.622 -1.028 -3.489
H 1.859 0.506 -2.644
H -0.566 1.072 -3.043
H -0.666 -1.801 -4.114
H -0.843 -0.362 -5.117
H -2.068 -0.756 -3.910
N -3.426 0.914 -2.078
H -2.992 1.103 -2.975
H -4.392 1.215 -2.156
H -3.441 -0.094 -1.973
*
```

=====

No. 5
The following is a quantum chemistry calculation of C52H38LaN8O5S3 as an isolated structure at a distorted geometry, from the OMol25 dataset.

Summary:
- electronic energy (hartree) = -4044.85264
- highest occupied orbital energy (eV) = -10.29

The geometry in ORCA input format:
```
! wB97M-V def2-TZVPD RIJCOSX def2/J DEFGRID3
* xyz 1 1
La 0.570 0.184 0.768
O 4.596 0.545 2.879
C 3.449 0.325 2.546
N 2.677 1.067 1.693
C 3.078 2.354 1.500
O 3.975 2.951 2.061
C 2.235 3.123 0.498
C 2.756 4.335 0.050
C 2.003 5.121 -0.801
C 0.756 4.654 -1.189
C 0.333 3.422 -0.723
N 1.042 2.663 0.112
C 2.786 -0.932 3.074
C 3.459 -1.623 4.078
C 2.959 -2.839 4.503
C 1.794 -3.314 3.920
C 1.164 -2.537 2.961
N 1.645 -1.371 2.534
H 3.735 4.624 0.402
H 2.377 6.069 -1.154
H 0.117 5.233 -1.837
H -0.625 3.026 -1.030
H 4.361 -1.187 4.480
H 3.466 -3.407 5.266
H 1.368 -4.262 4.207
H 0.225 -2.862 2.531
S 5.641 -2.946 1.771
C 6.618 -4.171 2.455
C 6.220 -5.421 2.087
C 5.110 -5.403 1.229
C 4.661 -4.133 0.955
C 3.515 -3.741 0.178
C 3.045 -2.410 0.225
N 1.906 -2.002 -0.284
C 1.168 -2.891 -0.985
C 1.615 -4.213 -1.228
C 0.840 -5.075 -2.062
C -0.331 -4.663 -2.599
C -0.821 -3.345 -2.362
C -1.987 -2.868 -2.963
C -2.382 -1.555 -2.751
C -1.618 -0.795 -1.841
N -0.526 -1.218 -1.245
C -0.088 -2.463 -1.529
C -3.513 -0.981 -3.436
C -4.086 0.252 -3.244
C -5.165 0.504 -4.106
C -5.409 -0.530 -4.955
S -4.332 -1.837 -4.717
C 2.790 -4.634 -0.599
H 7.435 -3.894 3.092
H 6.705 -6.320 2.418
H 4.654 -6.297 0.843
H 3.647 -1.671 0.738
H 1.217 -6.068 -2.253
H -0.922 -5.317 -3.222
H -2.571 -3.517 -3.598
H -1.933 0.208 -1.591
H -3.766 0.953 -2.496
H -5.742 1.412 -4.099
H -6.158 -0.595 -5.721
H 3.119 -5.656 -0.709
N 0.131 1.419 3.153
C -0.500 0.417 4.028
C -1.313 -0.648 3.212
O -2.082 -1.363 3.824
O -1.082 -0.691 1.959
H 0.979 1.777 3.591
H -0.498 2.215 3.057
H -1.176 0.864 4.767
H 0.268 -0.139 4.576
O -1.603 1.432 0.311
S -2.415 2.084 1.388
C -4.004 1.207 1.386
C -5.123 1.784 1.962
C -6.319 1.088 1.949
C -6.386 -0.172 1.375
C -5.249 -0.753 0.839
C -4.047 -0.066 0.851
C -3.069 3.569 0.550
C -3.304 3.502 -0.812
C -3.783 4.608 -1.487
C -4.021 5.783 -0.793
C -3.776 5.851 0.568
C -3.293 4.744 1.246
H -5.065 2.765 2.410
H -7.195 1.532 2.394
H -7.322 -0.706 1.361
H -5.286 -1.746 0.421
H -3.138 -0.514 0.480
H -3.101 2.576 -1.328
H -3.976 4.551 -2.548
H -4.392 6.650 -1.316
H -3.963 6.769 1.104
H -3.092 4.793 2.305
N 4.518 1.636 -6.338
C 3.942 1.464 -5.364
C 3.215 1.227 -4.168
C 1.825 1.118 -4.192
C 1.168 0.860 -3.002
N 1.785 0.677 -1.836
C 3.112 0.797 -1.821
C 3.869 1.086 -2.945
H 1.281 1.234 -5.117
H 0.087 0.796 -2.988
H 3.595 0.666 -0.862
H 4.940 1.197 -2.879
*
```

=====

No. 6
The following is a quantum chemistry calculation of C76H65BiN2O5P4S4 as an isolated structure at a distorted geometry, from the OMol25 dataset.

Summary:
- electronic energy (hartree) = -6593.52207
- highest occupied orbital energy (eV) = -7.29
- energy above the lowest of the compared OMol25 structures with the same formula, charge and spin (kcal/mol) = 82.6

The geometry in ORCA input format:
```
! wB97M-V def2-TZVPD RIJCOSX def2/J DEFGRID3
* xyz 0 1
Bi -0.789 0.156 -0.640
O -3.687 2.369 0.749
S -1.606 1.539 2.097
C -0.686 2.548 3.233
C -1.327 3.482 4.045
C -0.589 4.458 4.688
C 0.785 4.542 4.478
C 1.419 3.615 3.671
C 0.699 2.582 3.063
P 1.571 1.243 2.124
C 2.968 0.938 3.310
C 4.302 0.763 2.958
C 5.259 0.445 3.917
C 4.899 0.283 5.243
C 3.567 0.438 5.609
C 2.616 0.754 4.653
C 2.267 2.195 0.712
C 3.284 1.671 -0.090
C 3.723 2.346 -1.220
C 3.128 3.543 -1.593
C 2.077 4.044 -0.840
C 1.643 3.377 0.297
C -2.612 0.346 2.933
C -3.647 0.704 3.699
C -4.592 -0.282 4.234
C -4.347 -1.587 4.127
C -3.038 -2.048 3.574
C -2.303 -1.091 2.578
P -2.378 -1.455 0.754
C -4.129 -1.309 0.225
C -4.495 -0.607 -0.929
C -5.788 -0.699 -1.433
C -6.734 -1.490 -0.802
C -6.381 -2.198 0.341
C -5.091 -2.118 0.841
C -0.322 -4.021 2.739
C 1.247 -2.309 3.811
C 2.330 -3.044 4.060
C 2.570 -4.333 3.371
C 1.374 -5.381 1.387
C -0.022 -4.724 1.403
H -2.406 3.462 4.145
H -1.088 5.180 5.323
H 1.358 5.337 4.938
H 2.489 3.679 3.513
H 4.625 0.894 1.936
H 6.294 0.327 3.618
H 5.647 0.042 5.988
H 3.268 0.315 6.643
H 1.583 0.876 4.962
H 3.737 0.715 0.145
H 4.523 1.925 -1.817
H 3.469 4.070 -2.476
H 1.587 4.964 -1.136
H 0.802 3.775 0.852
H -3.839 1.752 3.893
H -5.513 0.083 4.674
H -5.059 -2.328 4.475
H -3.072 -3.068 3.194
H -3.761 -0.009 -1.459
H -6.048 -0.155 -2.334
H -7.735 -1.570 -1.208
H -7.106 -2.836 0.831
H -4.821 -2.704 1.711
H 1.168 -1.388 4.377
H 3.040 -2.687 4.803
H 2.159 -5.187 3.898
H 1.585 -5.693 0.362
H -0.794 -5.467 1.202
S -1.107 -1.765 -2.285
C -0.534 -1.181 -3.850
C -1.329 -1.474 -4.957
C -0.969 -1.051 -6.226
C 0.190 -0.307 -6.402
C 0.998 -0.035 -5.309
C 0.656 -0.490 -4.041
S 1.784 -0.097 -2.722
H -2.250 -2.022 -4.797
H -1.604 -1.287 -7.071
H 0.467 0.055 -7.384
H 1.915 0.527 -5.431
N 0.002 -3.726 0.343
P 0.669 -2.285 0.952
C 2.315 -2.981 1.265
C 2.365 -4.343 1.876
C 3.735 -4.699 2.471
C 4.873 -3.802 2.203
C 4.697 -2.582 1.685
C 3.374 -2.156 1.267
C 0.102 -2.546 2.817
C -0.948 -1.482 3.295
C -1.808 -1.899 4.534
C -1.473 -3.035 5.449
C -1.103 -4.268 5.104
C -0.805 -4.739 3.755
P 2.336 -2.018 -1.866
C 2.393 -3.122 -3.334
C 3.097 -2.810 -4.496
C 3.119 -3.701 -5.555
C 2.449 -4.918 -5.457
C 1.747 -5.234 -4.304
C 1.716 -4.333 -3.245
C 4.158 -1.744 -1.641
C 4.915 -2.892 -1.384
C 6.277 -2.809 -1.152
C 6.910 -1.571 -1.156
C 6.168 -0.426 -1.390
C 4.800 -0.509 -1.630
H -0.890 -3.597 -0.108
H 1.407 -6.255 2.044
H 3.980 -5.755 2.504
H 5.869 -4.179 2.407
H 5.542 -1.926 1.509
H 3.234 -1.148 0.883
H -0.364 -0.579 3.469
H -1.984 -1.011 5.140
H -1.650 -2.842 6.504
H -1.028 -5.014 5.890
H -0.960 -5.804 3.583
H 3.624 -1.865 -4.567
H 3.652 -3.448 -6.464
H 2.477 -5.619 -6.283
H 1.211 -6.173 -4.234
H 1.155 -4.559 -2.342
H 4.424 -3.860 -1.376
H 6.849 -3.711 -0.972
H 7.974 -1.504 -0.967
H 6.655 0.542 -1.398
H 4.237 0.396 -1.821
C -7.098 3.759 3.967
C -5.887 4.065 3.126
C -5.309 5.332 3.129
C -4.210 5.599 2.331
C -3.655 4.613 1.520
C -4.218 3.332 1.524
C -5.324 3.078 2.329
S -2.330 5.160 0.458
O -1.268 4.195 0.398
O -2.001 6.491 0.889
N -3.056 5.326 -1.010
C -3.163 4.144 -1.897
C -1.855 3.715 -2.573
C -1.775 2.230 -2.896
O -1.430 1.886 -4.007
O -2.132 1.403 -1.933
H -7.493 4.663 4.426
H -6.849 3.051 4.762
H -7.885 3.304 3.365
H -5.725 6.117 3.749
H -3.753 6.580 2.323
H -4.192 1.550 0.821
H -5.748 2.076 2.323
H -2.661 6.145 -1.462
H -3.914 4.392 -2.644
H -3.535 3.310 -1.308
H -1.027 3.936 -1.899
H -1.692 4.240 -3.512
*
```

=====

No. 7
The following is a quantum chemistry calculation of a 2-piece molecular cluster, C5H8N overall at a distorted geometry, from the OMol25 dataset.

Summary:
- electronic energy (hartree) = -249.55169
- highest occupied orbital energy (eV) = -15.20
- energy above the lowest of the compared OMol25 structures with the same formula, charge and spin (kcal/mol) = 171.6

The geometry in ORCA input format:
```
! wB97M-V def2-TZVPD RIJCOSX def2/J DEFGRID3
* xyz 1 1
C 2.800 0.500 0.037
C 1.641 0.276 0.158
C -1.645 1.722 -0.122
C -1.177 0.615 0.435
C -0.106 -1.690 0.033
N -0.305 -0.277 -0.247
H 3.929 0.357 0.105
H -2.266 2.519 0.406
H -1.249 1.904 -1.156
H -1.370 0.215 1.388
H 0.753 -1.944 -0.719
H 0.133 -1.951 1.168
H -1.047 -2.185 -0.228
H -0.092 -0.062 -1.257
*
```

=====

No. 8
The following is a quantum chemistry calculation of C26H23AsIrN4O7S2 as an isolated structure at a distorted geometry, from the OMol25 dataset.

Summary:
- electronic energy (hartree) = -4886.39833
- highest occupied orbital energy (alpha / beta) (eV) = 0.17 / -0.84
- energy above the lowest of the compared OMol25 structures with the same formula, charge and spin (kcal/mol) = 173.5

The geometry in ORCA input format:
```
! wB97M-V def2-TZVPD RIJCOSX def2/J DEFGRID3
* xyz -2 6
Ir 0.224 0.441 -0.975
N 3.129 -2.286 1.416
C 3.769 -3.253 0.654
C 4.661 -4.151 1.238
C 5.290 -5.112 0.453
C 5.028 -5.176 -0.910
C 4.133 -4.273 -1.475
C 3.501 -3.300 -0.709
S 2.356 -2.191 -1.628
N 1.839 -1.236 -0.321
C 2.222 -1.348 0.940
C 1.639 -0.443 1.889
C 1.928 -0.389 3.283
C 1.316 0.551 4.086
C 0.395 1.462 3.497
C 0.184 1.315 2.139
N 0.746 0.447 1.363
H 3.322 -2.266 2.398
H 4.858 -4.098 2.306
H 5.982 -5.811 0.912
H 5.512 -5.927 -1.525
H 3.906 -4.312 -2.538
H 2.636 -1.081 3.721
H 1.531 0.595 5.146
H -0.125 2.220 4.068
H -0.701 2.103 1.486
O 0.089 -2.963 -4.553
As -0.303 -2.717 -2.848
O 0.135 -4.061 -2.017
O 0.754 -1.432 -2.427
C -2.100 -2.142 -2.559
C -2.897 -3.025 -1.824
C -4.230 -2.754 -1.570
C -4.799 -1.590 -2.047
C -4.011 -0.699 -2.763
C -2.670 -0.936 -3.030
S -1.805 0.360 -3.962
O -2.678 1.522 -3.844
O -1.669 -0.175 -5.313
O -0.471 0.518 -3.328
H 0.893 -2.475 -4.755
H -2.435 -3.937 -1.463
H -4.824 -3.458 -0.997
H -5.841 -1.366 -1.856
H -4.429 0.230 -3.127
O -0.971 1.824 -1.084
C -3.160 2.320 1.691
C -2.367 3.596 1.675
C -2.838 4.769 2.264
C -2.089 5.935 2.223
C -0.854 5.950 1.585
C -0.353 4.800 0.984
C 0.971 4.774 0.277
C -1.121 3.642 1.058
N -0.506 2.314 0.343
H -4.107 2.467 2.211
H -2.612 1.520 2.196
H -3.357 1.975 0.674
H -3.806 4.758 2.754
H -2.471 6.838 2.685
H -0.272 6.864 1.547
H 1.444 5.757 0.311
H 0.844 4.474 -0.764
H 1.635 4.043 0.740
*
```

=====

No. 9
The following is a quantum chemistry calculation of an isolated ion of composition C4H8NO2 and charge -1 at a distorted geometry, from the OMol25 dataset.

Summary:
- electronic energy (hartree) = -362.42298
- highest occupied orbital energy (eV) = -2.70
- energy above the lowest of the compared OMol25 structures with the same formula, charge and spin (kcal/mol) = 63.5

The geometry in ORCA input format:
```
! wB97M-V def2-TZVPD RIJCOSX def2/J DEFGRID3
* xyz -1 1
C -0.908 1.463 -0.502
N -0.079 0.267 -0.629
C -0.632 -0.707 -1.409
O -1.250 -0.610 -2.445
C 1.049 -0.006 0.302
C 0.510 -0.277 1.766
O 1.445 -0.376 2.674
H -1.698 1.410 -1.243
H -0.328 2.393 -0.614
H -1.300 1.588 0.493
H -0.398 -1.742 -0.993
H 1.507 1.004 0.343
H 1.670 -0.802 -0.108
H -0.303 0.481 2.037
H -0.158 -1.168 1.447
*
```